1.
Computed, not measured: 14 unconnected molecules or ions with the total composition C76H192N12O28 in a non-equilibrium geometry, with ωB97M-V/def2-TZVPD.

The HOMO energy is -8.06 eV. Its strongest force on any atom is 4.500 eV/A.

Structure (XYZ):
```
308
Properties=species:S:1:pos:R:3:mulliken_charge:R:1
C 0.89 2.38 4.81 -0.821
O 0.03 1.79 3.76 0.273
C -1.28 2.48 3.74 -0.431
C -1.39 3.97 3.37 -1.168
N -0.72 4.27 2.11 0.498
C -0.82 5.51 1.41 0.159
C -2.18 6.00 0.93 -0.273
O -2.09 7.13 0.05 -0.431
C -1.36 6.95 -1.20 0.045
H 1.44 3.30 4.61 0.324
H 1.76 1.72 4.84 -0.024
H 0.47 2.45 5.82 0.419
H -1.84 2.24 4.64 0.420
H -1.84 2.02 2.93 0.094
H -1.05 4.59 4.20 0.393
H -2.38 4.41 3.32 0.550
H -0.83 3.49 1.48 -0.327
H -0.14 5.37 0.57 -0.498
H -0.43 6.27 2.09 0.302
H -2.83 6.05 1.80 0.310
H -2.65 5.13 0.47 0.082
H -0.28 6.83 -1.06 -0.300
H -1.48 7.83 -1.84 0.349
H -1.70 6.08 -1.76 0.050
C 0.39 13.18 -1.82 -0.813
O -0.39 12.03 -2.16 -0.428
C 0.22 10.80 -1.94 -0.512
C 1.46 10.41 -2.74 -0.369
N 1.88 9.02 -2.23 -0.219
C 2.54 8.27 -3.29 -0.652
C 2.85 6.90 -2.61 -0.688
O 1.64 6.22 -2.43 0.345
C 1.77 5.10 -1.66 -2.318
H 1.22 13.03 -1.12 0.343
H -0.33 13.99 -1.70 0.268
H 0.98 13.38 -2.72 0.321
H -0.47 9.98 -2.13 0.200
H 0.55 10.74 -0.90 0.428
H 2.24 11.16 -2.59 0.290
H 1.25 10.28 -3.80 0.262
H 1.18 8.52 -1.70 0.138
H 3.49 8.72 -3.60 0.445
H 1.89 8.07 -4.14 0.292
H 3.35 7.12 -1.67 0.207
H 3.59 6.30 -3.13 0.483
H 2.44 4.35 -2.07 1.191
H 0.82 4.56 -1.61 0.454
H 1.90 5.31 -0.60 0.551
C 1.81 1.91 0.97 0.941
O 1.81 1.57 -0.41 0.117
C 0.58 1.10 -0.91 0.284
C 0.45 -0.44 -0.83 1.153
N -0.92 -0.82 -1.21 0.628
C -1.54 -1.43 -0.02 -0.955
C -0.93 -2.72 0.52 0.995
O -0.44 -3.51 -0.56 -0.417
C 0.39 -4.54 -0.09 -0.247
H 1.87 1.02 1.60 -0.403
H 0.99 2.54 1.30 -0.271
H 2.71 2.50 1.14 -0.315
H 0.53 1.42 -1.96 -0.791
H -0.21 1.65 -0.40 -0.121
H 0.74 -0.77 0.17 -0.597
H 1.13 -0.99 -1.48 -0.400
H -0.77 -1.50 -1.94 0.024
H -2.54 -1.68 -0.37 -0.211
H -1.59 -0.72 0.81 -0.106
H -1.66 -3.25 1.14 0.066
H -0.03 -2.57 1.13 0.183
H 1.36 -4.30 0.35 0.414
H 0.54 -5.24 -0.91 -0.486
H -0.40 -5.00 0.49 -0.008
C -5.22 -4.35 -1.92 -0.317
O -6.26 -3.59 -1.51 -0.402
C -6.22 -2.92 -0.16 0.225
C -7.39 -1.94 -0.34 -0.257
N -7.85 -1.63 1.05 -0.209
C -9.03 -0.77 1.08 -0.897
C -9.55 -0.66 2.56 -0.571
O -8.76 0.32 3.15 -0.281
C -9.21 0.67 4.43 -0.767
H -5.28 -4.83 -2.91 0.297
H -5.03 -5.13 -1.18 0.101
H -4.36 -3.69 -1.99 0.116
H -5.30 -2.36 0.04 -0.280
H -6.36 -3.69 0.61 0.327
H -8.23 -2.22 -0.97 0.513
H -6.96 -1.15 -0.96 -0.207
H -7.16 -1.01 1.44 0.157
H -9.74 -0.95 0.28 0.497
H -8.58 0.18 0.80 0.394
H -9.53 -1.66 2.98 0.227
H -10.52 -0.16 2.56 0.575
H -8.87 0.17 5.34 0.239
H -10.30 0.71 4.41 0.328
H -8.91 1.67 4.73 0.304
C -5.85 -0.05 -7.49 -0.914
O -4.94 0.77 -6.84 -0.192
C -5.54 1.70 -5.93 -0.887
C -4.53 2.70 -5.32 1.086
N -5.16 3.66 -4.41 -0.432
C -4.25 4.20 -3.44 -0.195
C -3.84 3.12 -2.39 0.423
O -4.97 2.52 -1.86 -0.529
C -4.90 1.15 -1.61 -0.427
H -6.86 0.29 -7.72 0.365
H -5.94 -1.10 -7.19 0.289
H -5.40 -0.03 -8.48 0.308
H -5.94 1.08 -5.12 0.291
H -6.34 2.26 -6.42 0.401
H -3.86 3.23 -5.99 0.203
H -3.85 2.04 -4.78 -0.739
H -5.76 3.13 -3.78 0.389
H -4.73 5.03 -2.92 0.370
H -3.40 4.64 -3.97 -0.258
H -3.44 3.63 -1.52 -0.044
H -2.99 2.48 -2.62 -0.012
H -5.92 0.76 -1.53 0.120
H -4.32 0.90 -0.71 0.342
H -4.59 0.61 -2.50 0.175
C -2.85 -0.88 -5.14 -0.557
O -1.99 -1.93 -4.49 -0.437
C -0.61 -1.82 -5.04 0.824
C 0.26 -3.03 -4.91 -1.239
N 1.71 -2.85 -5.14 -0.298
C 2.31 -2.27 -3.97 0.997
C 3.70 -1.75 -4.22 -0.702
O 4.54 -2.64 -4.94 -0.497
C 5.20 -3.56 -4.06 -0.458
H -3.93 -1.04 -5.19 0.297
H -2.47 -0.71 -6.15 0.334
H -2.77 0.12 -4.71 -0.070
H -0.11 -1.18 -4.32 -0.757
H -0.49 -1.70 -6.12 0.703
H -0.10 -3.71 -5.67 0.631
H 0.10 -3.48 -3.93 -0.035
H 2.21 -3.59 -5.61 0.333
H 2.33 -2.99 -3.14 -0.047
H 1.71 -1.44 -3.60 -0.596
H 4.15 -1.40 -3.29 0.350
H 3.62 -0.77 -4.70 0.428
H 5.68 -3.14 -3.17 0.284
H 6.01 -4.00 -4.64 0.317
H 4.60 -4.43 -3.80 0.021
C -1.31 -11.93 0.03 -0.775
O -1.06 -10.98 -0.93 -0.393
C -1.46 -9.59 -0.52 -0.737
C -1.08 -8.57 -1.61 -0.487
N 0.40 -8.56 -1.63 -0.009
C 0.82 -7.89 -2.91 -0.967
C 2.21 -7.15 -2.97 -0.173
O 2.45 -6.32 -4.14 -0.129
C 2.55 -6.98 -5.40 -1.026
H -1.07 -12.89 -0.44 0.260
H -2.39 -11.99 0.11 0.315
H -0.61 -11.76 0.85 0.306
H -0.91 -9.36 0.39 0.323
H -2.54 -9.52 -0.42 0.502
H -1.55 -7.65 -1.28 0.183
H -1.46 -8.92 -2.57 0.438
H 0.63 -9.53 -1.75 0.286
H 0.02 -7.22 -3.23 0.425
H 0.67 -8.54 -3.78 0.586
H 3.06 -7.84 -2.89 0.381
H 2.16 -6.39 -2.19 -0.248
H 3.49 -6.62 -5.83 0.321
H 1.75 -6.59 -6.04 0.294
H 2.44 -8.06 -5.45 0.376
C 7.11 0.02 2.44 -0.677
O 6.46 1.07 1.79 -0.349
C 5.16 1.31 2.38 0.564
C 5.08 2.02 3.79 -0.703
N 5.98 3.17 3.77 0.257
C 6.55 3.34 5.13 -0.844
C 7.48 4.63 5.23 -0.390
O 8.68 4.45 5.85 -0.466
C 8.80 4.56 7.27 -0.679
H 6.64 -0.96 2.36 0.174
H 7.37 0.20 3.48 0.271
H 8.05 -0.15 1.91 0.336
H 4.49 0.46 2.28 0.472
H 4.85 2.02 1.61 -1.065
H 5.52 1.23 4.40 0.338
H 4.12 2.21 4.27 0.390
H 6.66 2.94 3.07 0.174
H 7.05 2.45 5.50 0.535
H 5.73 3.41 5.84 0.483
H 7.16 5.50 5.81 0.389
H 7.82 4.96 4.25 0.104
H 9.85 4.38 7.52 0.245
H 8.17 3.79 7.70 0.278
H 8.61 5.61 7.52 0.309
C 0.05 0.96 -7.50 -0.299
O 0.41 2.06 -6.59 -0.423
C -0.07 2.11 -5.24 1.031
C 0.62 3.16 -4.43 0.270
N 0.15 4.53 -4.66 0.629
C 0.16 5.01 -6.05 -0.562
C -1.29 5.14 -6.79 -0.074
O -1.44 6.33 -7.56 -0.447
C -0.38 6.76 -8.43 -0.697
H 0.29 0.04 -6.97 -0.100
H 0.77 1.13 -8.30 0.304
H -1.01 1.05 -7.74 0.213
H -0.08 1.11 -4.79 -0.513
H -1.14 2.27 -5.10 -0.175
H 1.69 3.03 -4.58 0.366
H 0.45 2.91 -3.38 -0.768
H 0.71 5.14 -4.08 -0.390
H 0.72 4.47 -6.81 0.285
H 0.51 6.03 -6.16 0.420
H -2.02 5.12 -5.98 0.012
H -1.59 4.26 -7.36 0.224
H -0.06 5.85 -8.95 0.279
H 0.50 7.21 -7.97 0.245
H -0.55 7.44 -9.27 0.287
C -6.33 -1.71 5.32 -0.657
O -5.29 -0.84 5.76 -0.255
C -4.65 -1.38 6.93 -0.594
C -3.35 -0.71 7.36 -0.990
N -2.36 -0.48 6.30 -0.235
C -2.03 -1.61 5.49 0.014
C -1.67 -1.18 3.97 0.758
O -2.66 -0.39 3.28 -0.086
C -3.73 -1.07 2.79 0.479
H -5.95 -2.71 5.10 0.247
H -6.78 -1.37 4.39 0.099
H -7.02 -1.79 6.16 0.422
H -4.59 -2.47 6.94 0.404
H -5.32 -1.08 7.74 0.504
H -2.98 -1.36 8.16 0.342
H -3.52 0.16 7.99 0.483
H -2.79 0.13 5.62 0.237
H -2.86 -2.31 5.58 -0.185
H -1.18 -2.19 5.86 0.338
H -1.25 -1.92 3.29 -0.894
H -0.76 -0.57 3.94 -0.099
H -3.55 -1.52 1.81 -0.310
H -4.48 -0.29 2.67 0.289
H -4.17 -1.85 3.41 -0.268
C 3.58 -8.20 0.64 -0.430
O 3.24 -7.84 2.00 -0.430
C 4.10 -6.84 2.65 -0.526
C 3.93 -5.43 1.84 0.172
N 4.53 -4.32 2.70 -0.399
C 3.72 -4.18 3.92 0.462
C 4.18 -2.84 4.64 -1.509
O 3.93 -1.69 3.85 0.127
C 2.53 -1.17 3.94 0.435
H 3.29 -7.30 0.09 0.110
H 2.74 -8.84 0.36 0.179
H 4.57 -8.61 0.44 0.328
H 5.15 -7.12 2.54 0.407
H 3.86 -6.83 3.71 0.226
H 2.94 -5.13 1.49 -0.531
H 4.55 -5.41 0.94 0.816
H 4.52 -3.42 2.24 0.264
H 4.05 -4.93 4.64 0.455
H 2.63 -4.11 3.83 -0.629
H 5.26 -2.82 4.80 0.399
H 3.62 -2.66 5.56 0.399
H 2.56 -0.80 4.97 0.508
H 1.72 -1.89 3.95 0.043
H 2.37 -0.49 3.10 -0.946
C 2.04 -5.47 7.93 -0.911
O 1.04 -5.81 6.96 -0.433
C 0.86 -4.73 6.09 0.084
C 0.29 -5.30 4.66 -0.240
N -1.01 -4.72 4.29 0.671
C -2.05 -5.78 4.21 -0.867
C -3.22 -5.17 3.47 -0.342
O -2.95 -5.10 2.09 0.178
C -3.03 -6.29 1.20 -0.794
H 3.08 -5.46 7.59 0.300
H 2.07 -6.46 8.40 0.375
H 1.80 -4.69 8.65 0.311
H 1.62 -4.00 5.82 -0.047
H 0.03 -4.19 6.55 0.420
H 0.24 -6.39 4.62 0.368
H 1.01 -5.18 3.85 -0.238
H -1.00 -4.28 3.38 -0.598
H -2.36 -6.18 5.18 0.418
H -1.88 -6.55 3.45 0.513
H -3.51 -4.27 4.01 -0.393
H -4.09 -5.80 3.63 0.578
H -2.35 -6.28 0.35 -0.112
H -4.04 -6.37 0.80 0.311
H -2.92 -7.17 1.84 0.528
C 5.87 2.27 -1.49 0.809
C 4.87 1.59 -2.41 -0.465
O 3.65 2.33 -2.44 -0.212
O 6.88 1.34 -1.18 -0.659
H 5.42 2.64 -0.57 -0.853
H 6.30 3.21 -1.83 0.353
H 4.78 0.60 -1.96 0.106
H 5.25 1.40 -3.42 0.436
H 3.15 2.06 -1.66 0.132
H 6.77 1.14 -0.25 0.399
C 5.11 5.25 0.53 0.502
C 5.91 5.93 1.70 -0.808
O 5.12 5.67 2.87 -0.667
O 4.16 6.18 0.15 -0.353
H 4.61 4.37 0.94 -0.205
H 5.70 4.85 -0.30 0.089
H 6.09 7.00 1.56 0.390
H 6.89 5.44 1.71 0.276
H 5.43 4.87 3.30 0.308
H 3.60 6.47 0.88 0.292
```

2.
Computed, not measured: a molecular structure, C76H78N2O5P2RhS2Te in a non-equilibrium geometry, with ωB97M-V/def2-TZVPD.

As for the total charge: -2. The HOMO energy (spin up / spin down) is -2.08 / -2.05 eV. Its spin multiplicity is 2. Its strongest force on any atom is 1.800 eV/A.

Structure (XYZ):
```
167
Properties=species:S:1:pos:R:3:lowdin_spin:R:1
Rh 0.84 -0.34 1.33 0.899
O 0.04 -0.57 5.53 0.003
C 0.66 -0.60 4.47 0.002
O 0.44 0.16 3.45 0.024
C 1.83 -1.55 4.33 -0.001
P 2.17 -1.97 2.58 -0.007
C 1.97 -3.79 2.69 0.001
C 0.75 -4.36 2.35 0.000
C 0.53 -5.72 2.51 0.000
C 1.54 -6.54 3.00 0.000
C 2.78 -5.98 3.30 0.000
C 2.99 -4.62 3.14 0.000
C 3.98 -1.71 2.44 -0.004
C 4.49 -1.32 1.20 -0.001
C 5.83 -1.01 1.05 0.000
C 6.69 -1.09 2.13 -0.001
C 6.21 -1.49 3.37 0.000
C 4.86 -1.79 3.52 -0.001
H 1.64 -2.43 4.93 0.000
H 2.69 -1.02 4.75 0.000
H -0.04 -3.74 1.93 0.000
H -0.43 -6.14 2.23 0.000
H 1.37 -7.60 3.14 0.000
H 3.58 -6.61 3.66 0.000
H 3.97 -4.21 3.36 0.000
H 3.81 -1.26 0.35 0.000
H 6.20 -0.69 0.08 0.000
H 7.74 -0.83 2.02 0.000
H 6.87 -1.57 4.23 0.000
H 4.49 -2.08 4.50 0.000
C -5.41 -3.08 -5.03 0.000
C -4.86 -2.63 -3.70 0.000
C -4.84 -3.48 -2.61 0.000
C -4.34 -3.09 -1.37 0.000
C -4.36 -4.10 -0.24 0.000
C -3.84 -1.79 -1.25 0.000
Te -2.57 -1.52 0.41 0.003
N -1.41 -0.02 1.22 0.011
C -2.31 0.97 1.29 0.001
O -3.38 0.87 0.64 0.005
C -2.14 2.13 2.21 0.000
C -0.90 2.69 2.48 -0.001
C -0.80 3.76 3.36 0.000
C -1.93 4.24 3.99 0.000
C -3.18 3.67 3.73 0.000
C -3.28 2.63 2.83 0.000
C -4.03 -1.64 1.95 0.000
C -5.39 -1.27 1.80 0.000
C -6.00 -0.55 0.61 0.000
C -6.25 -1.57 2.85 0.000
C -5.84 -2.19 4.02 0.000
C -6.81 -2.54 5.11 0.000
C -4.49 -2.48 4.16 0.000
C -3.57 -2.21 3.15 0.000
C -2.11 -2.49 3.46 0.000
C -3.84 -0.90 -2.33 0.000
C -3.32 0.52 -2.26 0.000
C -4.37 -1.34 -3.54 0.000
H -5.45 -4.17 -5.08 0.000
H -4.78 -2.73 -5.85 0.000
H -6.42 -2.70 -5.19 0.000
H -5.21 -4.50 -2.72 0.000
H -4.67 -5.08 -0.61 0.000
H -5.05 -3.79 0.55 0.000
H -3.38 -4.21 0.23 0.000
H -0.02 2.33 1.97 0.000
H 0.17 4.21 3.53 0.000
H -1.85 5.07 4.68 0.000
H -4.06 4.05 4.22 0.000
H -4.24 2.18 2.60 0.000
H -5.39 0.30 0.32 0.000
H -6.99 -0.19 0.89 0.000
H -6.11 -1.21 -0.25 0.000
H -7.30 -1.30 2.74 0.000
H -7.83 -2.25 4.84 0.000
H -6.56 -2.03 6.04 0.000
H -6.81 -3.61 5.32 0.000
H -4.12 -2.92 5.08 0.000
H -1.78 -1.82 4.26 0.000
H -1.44 -2.33 2.63 0.000
H -1.99 -3.52 3.82 0.000
H -2.66 0.70 -1.41 0.000
H -4.15 1.22 -2.17 0.000
H -2.77 0.77 -3.17 0.000
H -4.37 -0.66 -4.39 0.000
C 3.65 2.31 3.94 0.001
C 3.84 2.15 2.46 0.004
C 4.97 2.65 1.79 -0.009
C 5.13 2.41 0.44 0.000
C 6.35 2.93 -0.29 0.001
C 4.17 1.68 -0.29 -0.009
C 2.99 1.23 0.32 0.006
C 2.90 1.49 1.70 0.016
N 1.91 0.55 -0.23 -0.020
C 1.79 0.37 -1.70 0.001
C 2.72 -0.73 -2.23 -0.001
C 2.52 -0.95 -3.74 0.000
C 2.80 0.36 -4.49 0.000
C 1.84 1.45 -4.00 0.000
C 0.40 1.01 -4.29 0.000
C 0.12 -0.27 -3.51 0.000
C 1.06 -1.38 -3.99 0.000
C 0.33 -0.03 -2.01 0.001
C 2.02 1.68 -2.49 -0.002
H 3.82 3.34 4.26 0.000
H 4.37 1.68 4.49 0.000
H 2.65 2.01 4.25 0.000
H 5.72 3.22 2.34 0.000
H 6.88 3.67 0.31 0.000
H 6.07 3.39 -1.24 0.000
H 7.05 2.11 -0.51 0.000
H 4.39 1.47 -1.32 0.000
H 1.99 1.19 2.19 0.009
H 2.51 -1.66 -1.69 0.000
H 3.77 -0.48 -2.02 0.000
H 3.20 -1.72 -4.09 0.000
H 2.69 0.21 -5.57 0.000
H 3.84 0.68 -4.30 0.000
H 2.05 2.38 -4.53 0.000
H 0.26 0.84 -5.37 0.000
H -0.30 1.80 -3.99 0.000
H -0.92 -0.59 -3.68 0.000
H 0.91 -1.57 -5.06 0.000
H 0.86 -2.31 -3.45 0.000
H 0.08 -0.92 -1.45 0.000
H -0.32 0.79 -1.66 0.000
H 1.31 2.42 -2.14 0.000
H 3.01 2.10 -2.32 0.000
S -1.33 6.60 0.64 0.000
P -0.41 5.47 -0.71 0.000
S -0.28 3.50 -0.53 0.000
C -1.11 5.91 -2.37 0.000
C -1.80 4.97 -3.13 0.000
C -2.46 5.35 -4.29 0.000
C -2.44 6.68 -4.71 0.000
C -1.75 7.62 -3.95 0.000
C -1.10 7.24 -2.79 0.000
C 1.34 6.02 -0.93 0.000
C 2.05 5.59 -2.06 0.000
C 3.40 5.84 -2.18 0.000
C 4.08 6.53 -1.17 0.000
C 3.38 6.96 -0.05 0.000
C 2.01 6.70 0.07 0.000
H -1.81 3.94 -2.78 0.000
H -3.00 4.61 -4.88 0.000
H -2.97 6.98 -5.61 0.000
H -1.74 8.66 -4.26 0.000
H -0.58 7.97 -2.19 0.000
H 1.53 5.03 -2.83 0.000
H 3.94 5.49 -3.05 0.000
H 5.14 6.72 -1.26 0.000
H 3.90 7.48 0.75 0.000
H 1.45 7.02 0.94 0.000
O 2.29 -3.35 -0.03 0.000
C 1.11 -3.24 -0.38 0.003
O 0.29 -2.33 -0.04 0.063
C 0.55 -4.33 -1.30 0.005
C 1.36 -5.41 -1.63 0.000
C 0.88 -6.44 -2.42 0.000
C -0.43 -6.41 -2.89 0.000
C -1.25 -5.33 -2.57 0.000
C -0.75 -4.29 -1.78 0.000
H 2.38 -5.41 -1.25 0.000
H 1.52 -7.28 -2.67 0.000
H -0.82 -7.22 -3.50 0.000
H -2.27 -5.28 -2.92 0.000
H -1.37 -3.45 -1.53 0.000
```